[1]
{"formula": "C4H11NS", "method": "ωB97M-V/def2-TZVPD", "species": ["S", "N", "C", "C", "C", "C", "H", "H", "H", "H", "H", "H", "H", "H", "H", "H", "H"], "coordinates": [[-1.592, -0.252, 2.875], [0.204, 0.330, -0.599], [-0.179, -0.771, -1.504], [-1.140, -0.607, 1.213], [0.157, -0.026, 0.793], [1.369, 1.102, -0.982], [1.047, -0.647, 1.028], [0.558, -1.604, -1.566], [-1.061, -1.277, -1.182], [1.217, 1.696, -1.880], [0.166, 0.960, 1.166], [1.704, 1.837, -0.220], [-1.305, 1.102, 2.922], [-1.906, -0.204, 0.466], [-0.328, -0.364, -2.512], [2.210, 0.446, -1.106], [-1.120, -1.722, 1.087]], "forces_ev_per_angstrom": [[-0.113, 0.763, 1.303], [-1.450, -0.583, -1.495], [1.593, 0.628, -0.319], [-1.397, -0.927, -2.170], [1.286, 0.235, -1.043], [-0.006, 0.190, 0.548], [-0.309, 0.247, 0.638], [0.220, 0.469, -0.019], [-0.879, 0.122, 0.247], [-0.196, -0.263, -0.249], [0.771, 0.925, 1.624], [-0.667, -0.507, -0.074], [-0.194, -1.020, -0.283], [0.747, -0.552, 1.139], [-0.018, -0.209, 0.199], [0.881, -0.421, -0.400], [-0.269, 0.903, 0.353]], "e_lumo_ev": 1.006, "e_homo_ha": -0.3084}

***

[2]
{"formula": "C4H8NO5", "method": "ωB97M-V/def2-TZVPD", "species": ["O", "O", "O", "O", "O", "N", "C", "C", "C", "C", "H", "H", "H", "H", "H", "H", "H", "H"], "coordinates": [[0.135, -0.423, 0.311], [-1.773, -0.329, -0.892], [1.600, 1.580, -0.302], [0.189, -0.516, -1.839], [1.303, 2.553, 0.662], [-0.462, -0.388, -0.860], [2.653, -0.806, -0.335], [-3.870, -0.217, 0.147], [-2.495, -0.345, 0.314], [1.507, -0.118, 0.540], [-4.287, -0.244, -0.771], [2.258, -1.860, -0.504], [-4.593, -0.283, 0.896], [1.575, -0.028, 1.627], [2.057, 2.985, 0.924], [2.681, -0.388, -1.379], [3.650, -0.681, 0.198], [-2.128, -0.494, 1.264]], "forces_ev_per_angstrom": [[-2.162, -0.058, 1.659], [1.415, -0.153, 0.325], [0.143, -2.794, 2.756], [-1.607, 0.527, 0.261], [-4.305, -1.730, -1.048], [2.727, -0.677, -1.403], [-1.820, -0.285, 0.458], [5.426, -0.838, 1.147], [-6.268, 0.820, -1.074], [2.617, 3.148, -4.340], [-1.024, 0.371, -3.210], [1.218, 0.845, 0.564], [-0.410, 0.033, 1.723], [-0.019, 0.144, -0.389], [3.697, 1.270, 0.548], [0.024, 0.043, 1.305], [-1.493, -0.491, -0.708], [1.841, -0.173, 1.424]], "e_lumo_ev": [-6.421, -6.421], "e_homo_ha": [-0.5092, -0.5092], "total_charge": 1}

***

[3]
{"formula": "C2H7IN2", "method": "ωB97M-V/def2-TZVPD", "species": ["I", "N", "N", "C", "C", "H", "H", "H", "H", "H", "H", "H"], "coordinates": [[-0.665, 2.525, 1.395], [-0.409, 0.518, 0.969], [1.814, 0.597, 0.548], [-0.802, 0.185, -0.388], [-0.556, -1.304, -0.764], [-0.486, 1.020, -1.050], [-1.929, 0.346, -0.332], [-1.464, -1.842, -1.002], [2.333, 1.359, 0.841], [2.115, -0.130, 1.205], [-0.150, -1.811, 0.029], [0.199, -1.463, -1.450]], "forces_ev_per_angstrom": [[-0.186, -0.362, -0.133], [3.369, 0.340, -0.023], [-3.182, -3.386, -0.959], [-1.461, 0.721, -0.047], [-1.475, 1.964, 0.181], [0.156, -1.105, -0.231], [0.923, -0.192, -0.035], [-0.206, 0.181, -0.396], [0.520, 2.789, 1.216], [-0.440, -0.065, -0.112], [0.751, -1.025, 2.661], [1.232, 0.140, -2.120]], "e_lumo_ev": [-1.261, -1.261], "e_homo_ha": [-0.3207, -0.3206]}

***

[4]
{"formula": "C45H44CuP2", "method": "ωB97M-V/def2-TZVPD", "species": ["Cu", "P", "P", "C", "C", "C", "C", "C", "C", "C", "C", "C", "C", "C", "C", "C", "C", "C", "C", "C", "C", "C", "C", "C", "C", "C", "C", "C", "C", "C", "C", "C", "C", "C", "C", "C", "C", "C", "C", "C", "C", "C", "C", "C", "C", "C", "C", "C", "H", "H", "H", "H", "H", "H", "H", "H", "H", "H", "H", "H", "H", "H", "H", "H", "H", "H", "H", "H", "H", "H", "H", "H", "H", "H", "H", "H", "H", "H", "H", "H", "H", "H", "H", "H", "H", "H", "H", "H", "H", "H", "H", "H"], "coordinates": [[-0.802, 0.445, -1.483], [-1.531, -1.594, -2.052], [1.267, 0.166, -2.237], [-0.145, 5.128, 0.274], [2.843, -0.101, -6.056], [-2.048, -4.825, -5.434], [0.471, 1.010, 6.599], [2.074, 0.336, -4.980], [-0.714, 5.600, 1.472], [-0.546, 0.084, 5.998], [2.001, 1.343, 0.137], [0.065, -2.200, -1.433], [2.179, 1.580, 4.192], [-2.373, -3.149, 0.125], [1.601, 2.574, 4.886], [-1.912, 1.121, 2.692], [-1.815, -2.806, -3.437], [2.903, -1.554, -3.676], [2.149, -0.378, -3.763], [1.134, -1.368, -1.283], [4.650, 1.801, -0.477], [-0.438, -0.576, 4.838], [0.679, -0.580, 3.848], [-1.119, 1.471, 0.405], [-2.729, -2.144, -0.785], [-0.287, 3.793, -0.102], [-3.016, -4.694, -4.434], [2.746, 2.166, 0.962], [-0.979, 2.868, 0.715], [4.119, 2.310, 0.715], [0.513, 2.395, 5.879], [-1.422, 3.360, 2.014], [-0.827, -2.971, -4.435], [3.681, -1.957, -4.757], [2.475, 0.992, -1.137], [-4.046, -1.640, -0.772], [-1.766, 0.678, -3.208], [-3.314, -3.659, 1.020], [-1.809, 2.449, 3.017], [-0.946, -3.964, -5.413], [2.027, 0.097, 4.208], [-2.909, -3.698, -3.455], [3.673, -1.216, -5.939], [-4.978, -2.152, 0.134], [3.829, 1.203, -1.445], [-1.500, 0.612, 1.420], [-1.328, 4.725, 2.342], [-4.617, -3.155, 1.040], [0.546, 3.177, 6.649], [-2.151, -5.586, -6.216], [-5.343, -3.540, 1.762], [2.796, 0.437, -7.001], [0.401, 5.806, -0.377], [1.479, 0.572, 6.602], [-1.815, 1.757, -2.962], [-0.659, 6.667, 1.701], [-2.068, 2.818, 4.018], [4.744, 2.815, 1.455], [2.883, -2.159, -2.769], [1.019, 0.997, 0.487], [0.147, 1.218, 7.635], [-1.473, -0.474, 1.328], [2.237, 2.683, 1.782], [-0.177, -4.074, -6.182], [0.364, -0.231, 2.854], [0.909, -1.647, 3.698], [2.957, 1.891, 3.506], [4.221, 0.852, -2.402], [-6.000, -1.764, 0.141], [-1.360, -3.548, 0.121], [2.035, -1.599, -0.699], [-3.865, -5.377, -4.423], [-0.433, 2.553, 5.347], [-3.023, -4.457, 1.705], [4.319, -1.519, -6.767], [0.154, -3.280, -1.302], [4.291, -2.846, -4.654], [5.716, 1.877, -0.663], [2.712, -0.230, 3.398], [-2.792, 0.371, -3.505], [-1.449, -0.053, 6.617], [-2.297, 0.450, 3.459], [-4.329, -0.854, -1.475], [-1.114, 0.593, -4.078], [0.157, 3.417, -1.024], [1.905, 3.615, 4.717], [-1.721, 5.068, 3.299], [2.397, -0.349, 5.141], [-3.687, -3.631, -2.693], [0.058, -2.328, -4.450], [-1.277, -1.220, 4.552], [1.424, 1.208, -5.072]], "forces_ev_per_angstrom": [[-1.058, 1.873, 1.253], [0.035, -1.467, 0.248], [0.643, 0.681, 0.433], [-0.112, -0.856, -0.431], [-0.007, 0.056, -0.080], [-0.018, 0.292, 0.399], [-0.183, 0.809, 0.117], [0.176, -0.472, 0.658], [-0.135, 0.197, 0.138], [-0.072, -0.695, -0.116], [-0.400, 0.040, -0.363], [1.067, -0.089, -0.199], [0.134, 1.468, 0.363], [-0.347, 0.002, -0.015], [0.315, -0.709, -0.349], [0.129, -0.051, 0.450], [0.045, -0.533, -0.285], [0.180, 0.197, -0.429], [-0.140, -0.130, 0.313], [-0.512, -1.095, -0.259], [-0.030, -0.052, 0.061], [-0.533, 0.291, 0.518], [0.648, -0.147, 0.003], [0.410, -1.359, -1.215], [-0.236, -0.524, 0.095], [-0.208, 0.573, 0.038], [0.193, 0.185, -0.179], [0.517, -0.043, 0.163], [-0.442, 0.194, 1.383], [-0.442, 0.095, -0.437], [-0.509, -0.149, 0.604], [0.911, -0.177, -0.470], [-0.171, 0.063, 0.133], [-0.157, 0.141, 0.014], [0.825, -0.386, 0.127], [0.405, -0.232, 0.054], [-1.395, 1.872, -1.905], [0.003, 0.126, 0.099], [-0.869, -0.707, -0.368], [-0.151, -0.009, -0.072], [0.049, -1.021, -0.596], [0.128, 0.151, -0.038], [0.024, -0.098, 0.122], [0.038, 0.025, 0.085], [-0.393, 0.163, 0.425], [-0.563, 1.109, 0.601], [0.353, 0.523, -0.483], [0.196, 0.086, -0.225], [0.197, -0.028, -0.217], [0.092, 0.308, 0.379], [0.244, 0.135, -0.325], [0.041, -0.061, 0.175], [-0.097, -0.067, 0.124], [-0.425, 0.223, 0.285], [-0.072, -0.183, 0.017], [0.052, -0.339, 0.016], [-0.063, -0.162, -0.518], [-0.074, -0.032, -0.390], [0.133, 0.248, -0.268], [0.336, 0.560, -0.495], [0.416, -0.275, -0.354], [-0.275, 0.142, -0.319], [0.379, -0.512, -0.139], [-0.177, 0.149, 0.313], [-0.171, 0.090, 0.347], [0.098, 0.116, -0.064], [0.022, 0.103, 0.093], [0.017, 0.247, 0.298], [0.356, -0.073, -0.024], [-0.323, 0.038, 0.084], [-0.340, -0.549, -0.296], [0.141, 0.222, 0.068], [-0.007, -0.029, 0.181], [-0.091, 0.258, -0.147], [-0.316, 0.114, 0.209], [0.116, 0.176, 0.748], [0.029, 0.020, -0.141], [-0.061, 0.055, -0.017], [-0.242, -0.131, 0.562], [0.589, -0.041, 0.395], [0.357, -0.049, -0.536], [0.237, 0.009, -0.246], [0.040, -0.186, 0.215], [0.013, -0.357, 0.039], [-0.128, 0.163, 0.111], [0.023, -0.450, -0.163], [0.096, -0.055, -0.178], [0.061, 0.111, -0.242], [0.272, 0.017, -0.184], [-0.269, -0.123, 0.053], [0.197, 0.194, 0.098], [0.238, -0.206, 0.072]], "e_lumo_ev": [0.050, -0.153], "multiplicity": 2, "e_homo_ha": [-0.2422, -0.2549]}

***

[5]
{"formula": "C23H27N6O4Ru", "method": "ωB97M-V/def2-TZVPD", "species": ["Ru", "O", "O", "O", "O", "N", "N", "N", "N", "N", "N", "C", "C", "C", "C", "C", "C", "C", "C", "C", "C", "C", "C", "C", "C", "C", "C", "C", "C", "C", "C", "C", "C", "C", "H", "H", "H", "H", "H", "H", "H", "H", "H", "H", "H", "H", "H", "H", "H", "H", "H", "H", "H", "H", "H", "H", "H", "H", "H", "H", "H"], "coordinates": [[-0.881, 0.464, -1.181], [0.498, 0.812, 0.337], [-0.869, 2.614, -3.568], [-1.304, 3.125, -1.389], [0.869, -1.388, 0.602], [-1.966, -1.638, -2.021], [2.953, -1.101, 2.154], [1.456, -2.442, -3.172], [-2.658, -0.004, 0.004], [-3.732, -1.493, 1.233], [0.444, -0.548, -2.643], [-3.051, 0.617, 1.204], [1.096, -0.207, 0.840], [2.448, -1.460, -3.200], [-1.049, 4.555, -1.533], [3.854, 0.881, -3.083], [1.700, 0.717, 3.144], [-4.098, 1.304, 3.644], [-1.011, -2.538, -2.682], [-2.865, 1.924, 1.642], [-1.116, 2.299, -2.450], [-4.288, 0.006, 3.214], [3.016, -1.199, 3.660], [3.804, -1.518, -3.498], [1.745, -0.490, 4.082], [-3.741, -0.310, 1.976], [1.807, -0.276, -2.855], [2.220, 0.178, 1.798], [2.504, 0.927, -2.798], [-2.811, -2.255, -0.988], [0.306, -1.845, -2.828], [4.493, -0.323, -3.426], [-3.070, -1.253, 0.094], [-3.396, 2.248, 2.874], [3.108, -2.244, 3.942], [-3.764, -2.607, -1.395], [-3.286, 3.255, 3.252], [0.880, -1.139, 3.933], [2.005, 1.862, -2.578], [-2.302, -3.125, -0.570], [-0.882, -3.448, -2.096], [3.868, -1.162, 1.711], [2.907, 0.861, 1.305], [2.362, 1.505, 3.502], [1.778, -0.206, 5.131], [4.296, -2.435, -3.790], [1.563, -3.411, -3.425], [-2.562, -1.209, -2.722], [-4.840, -0.711, 3.805], [4.432, 1.794, -3.069], [5.548, -0.309, -3.660], [-1.925, 5.071, -1.154], [0.707, 1.146, 3.029], [-0.883, 4.791, -2.581], [-4.511, 1.609, 4.596], [-2.341, 2.651, 1.035], [-0.173, 4.785, -0.933], [2.355, -1.847, 1.755], [-4.179, -2.362, 1.481], [3.905, -0.654, 3.977], [-1.373, -2.845, -3.668]], "forces_ev_per_angstrom": [[-0.513, 0.133, -0.752], [0.245, -0.204, 0.308], [-0.074, -0.102, 0.071], [0.020, -0.106, -0.057], [-0.056, -0.163, 0.071], [-0.060, 0.018, 0.043], [-0.136, 0.031, 0.000], [-0.006, 0.109, -0.041], [0.105, -0.138, 0.600], [-0.007, 0.102, -0.010], [0.482, -0.338, 0.270], [0.035, 0.078, -0.304], [0.160, 0.428, -0.298], [0.082, -0.207, -0.075], [-0.091, -0.088, -0.121], [0.027, -0.050, -0.014], [0.042, 0.073, -0.067], [0.007, 0.067, 0.001], [-0.018, -0.064, -0.052], [0.006, -0.012, 0.031], [0.188, 0.241, 0.390], [0.061, 0.067, -0.057], [0.095, 0.003, -0.146], [-0.019, 0.077, 0.012], [-0.018, -0.018, 0.050], [-0.135, -0.173, 0.073], [-0.275, 0.149, -0.035], [0.060, -0.156, 0.227], [0.028, 0.003, 0.000], [-0.051, -0.020, -0.011], [-0.177, 0.138, -0.065], [-0.005, 0.036, 0.000], [-0.030, 0.034, -0.261], [-0.038, -0.069, 0.019], [-0.039, 0.018, 0.048], [0.036, -0.020, -0.007], [-0.001, 0.010, 0.016], [-0.003, -0.006, 0.000], [-0.023, -0.016, 0.015], [0.038, 0.058, 0.035], [0.007, 0.034, 0.034], [0.002, 0.004, 0.038], [-0.054, -0.001, -0.053], [0.002, -0.003, 0.021], [-0.015, 0.004, 0.000], [-0.011, -0.024, 0.012], [0.038, -0.006, 0.009], [0.012, -0.007, -0.014], [-0.006, -0.025, 0.005], [0.006, 0.005, 0.004], [0.004, 0.008, -0.002], [0.024, 0.026, -0.007], [-0.006, -0.009, 0.016], [0.003, 0.016, 0.015], [0.006, -0.001, 0.007], [-0.001, -0.008, -0.016], [-0.002, 0.057, -0.021], [0.042, 0.042, -0.040], [-0.005, 0.010, 0.031], [-0.006, -0.032, 0.038], [0.019, -0.014, 0.016]], "e_lumo_ev": [-4.704, -6.685], "multiplicity": 6, "e_homo_ha": [-0.4822, -0.5191], "total_charge": 2}